Run w
Formula: C6H13N
Source: the OMol25 dataset
Level of theory: ωB97M-V/def2-TZVPD

Geometry as XYZ:
```
20
Properties=species:S:1:pos:R:3:mulliken_charge:R:1
C 0.6228 2.0966 -0.8168 -1.37
C -0.7728 1.1111 -0.7826 -2.03
C -0.2383 -0.1069 -0.1006 2.74
C -0.4526 -0.2373 1.2110 -3.37
N -1.3900 0.3753 2.0576 -0.12
C 0.5092 -1.1142 -1.0443 -0.95
C 1.3940 -2.2378 -0.4923 -1.33
H 1.4452 1.4416 -1.2482 0.25
H 1.0674 2.4666 0.1365 0.43
H 0.6035 2.9715 -1.4970 0.51
H -0.9578 0.7702 -1.8018 0.48
H -1.6373 1.7211 -0.4942 0.54
H -0.2412 -1.2044 1.7047 -0.06
H -1.3873 1.4439 1.9974 0.48
H -1.2094 0.1298 3.0140 0.99
H 0.9495 -0.4285 -1.7932 0.34
H -0.2240 -1.5529 -1.6302 0.38
H 1.4540 -2.1301 0.6978 0.24
H 1.0666 -3.2766 -0.7298 0.37
H 2.4266 -2.0486 -0.6062 0.49
```

<S²> = 0.7504
charge = -1
M = 99.18 g mol⁻¹
LUMO level (spin up / spin down) = 4.11 / 3.96 eV
multiplicity = 2

=====

Run x
Formula: C6H13N
Source: the OMol25 dataset
Level of theory: ωB97M-V/def2-TZVPD

Geometry as XYZ:
```
20
Properties=species:S:1:pos:R:3:mulliken_charge:R:1
C -1.7027 -0.0680 1.2286 -1.40
C -1.5464 -0.3089 -0.4052 -0.89
C -0.1479 0.1959 -0.6923 0.25
C 0.8023 -0.8860 -0.8690 -1.64
N 0.9646 -2.2242 -0.3918 -0.65
C 0.6470 1.5186 -0.4506 -0.78
C 1.1412 1.6277 1.0480 -0.87
H -2.6719 -0.4402 1.4853 0.58
H -1.6510 1.1086 1.3732 0.08
H -0.8821 -0.4354 1.7340 0.33
H -2.3886 -0.0386 -0.9977 0.62
H -1.4743 -1.4325 -0.4702 0.19
H 1.7443 -0.6253 -1.2203 0.20
H 0.3615 -2.3466 0.4575 0.49
H 0.1473 -1.8931 -1.2221 1.01
H -0.0992 2.3844 -0.6471 0.26
H 1.5033 1.7353 -1.1091 0.39
H 1.1351 2.6944 1.3163 0.44
H 0.2189 1.2845 1.5495 0.09
H 2.1434 1.0986 1.3364 0.31
```

<S²> = 0.7557
charge = -1
M = 99.18 g mol⁻¹
LUMO level (spin up / spin down) = 4.51 / 4.12 eV
multiplicity = 2

=====

Run y
Formula: C6H13N
Source: the OMol25 dataset
Level of theory: ωB97M-V/def2-TZVPD

Geometry as XYZ:
```
20
Properties=species:S:1:pos:R:3:mulliken_charge:R:1
C 0.5560 0.6044 -1.4690 -2.49
C 0.9541 0.8398 -0.0182 -0.54
C -0.2565 0.8796 0.9032 -0.98
C -1.1206 -0.3735 0.9301 -1.01
C -0.4898 -1.6022 1.4878 -0.20
C 0.1469 -2.5547 0.8053 -0.75
N 0.1349 1.8981 -2.0833 -0.74
H -0.2104 -0.1336 -1.7082 0.19
H 1.4350 0.2602 -2.0227 0.21
H 1.5379 -0.0364 0.2955 0.33
H 1.5163 1.7674 0.0046 0.57
H -0.9005 1.7285 0.6507 0.25
H 0.0766 1.1287 1.9147 0.57
H -2.0642 -0.1441 1.4364 0.60
H -1.4467 -0.5789 -0.0955 0.29
H -0.2415 -1.5487 2.5500 0.29
H 0.2396 -2.4272 -0.2652 0.39
H 0.5736 -3.3471 1.3975 0.40
H -0.8815 1.8915 -2.1629 0.90
H 0.4605 1.9309 -3.0493 0.73
```

<S²> = 0.7504
charge = -1
M = 99.18 g mol⁻¹
LUMO level (spin up / spin down) = 3.93 / 3.81 eV
multiplicity = 2

=====

Which structure is the most stable? The one labeled run y.

=====

Run w
Formula: C2H6O3
Source: the OMol25 dataset
Level of theory: ωB97M-V/def2-TZVPD

Geometry as XYZ:
```
11
Properties=species:S:1:pos:R:3:mulliken_charge:R:1
C 1.6401 -0.6040 -0.6544 -0.50
O 1.3321 0.8053 -0.5162 -0.52
H 0.7335 -1.2742 -0.8916 0.20
H 2.5013 -0.8417 -1.4187 0.30
H 1.9540 -0.8880 0.3301 0.27
H 1.6305 1.2620 -1.2780 0.31
O -2.1236 0.4825 2.1799 0.02
C -2.3324 0.2396 0.9922 0.44
O -1.4462 0.5655 0.0413 -0.22
H -3.3181 -0.2959 0.7982 0.36
H -0.5712 0.5490 0.4173 0.33
```

<S²> = 0.7568
charge = +1
M = 78.07 g mol⁻¹
LUMO level (spin up / spin down) = -6.17 / -10.86 eV
multiplicity = 2

=====

Run x
Formula: C2H6O3
Source: the OMol25 dataset
Level of theory: ωB97M-V/def2-TZVPD

Geometry as XYZ:
```
11
Properties=species:S:1:pos:R:3:mulliken_charge:R:1
O -2.0986 0.4710 -0.2939 -0.10
C -0.9108 0.2415 -0.6099 0.76
O -0.1958 -0.6765 0.3119 -0.22
C -0.0337 0.7192 -1.7226 -0.87
H -1.0859 -0.9621 0.6174 0.34
H 0.6143 -0.0372 -2.2626 0.34
H -0.6103 1.1099 -2.5641 0.37
H 0.6326 1.4838 -1.2969 0.31
H 2.2125 0.2800 1.9910 0.32
H 2.4372 -0.8475 1.1313 0.30
O 2.4778 -0.6433 2.0292 -0.55
```

<S²> = 0.7605
charge = +1
M = 78.07 g mol⁻¹
LUMO level (spin up / spin down) = -6.25 / -11.30 eV
multiplicity = 2

=====

Which structure is the most stable? The one labeled run w.

=====

Run w
Formula: H6O3
Source: the OMol25 dataset
Level of theory: ωB97M-V/def2-TZVPD

Geometry as XYZ:
```
9
Properties=species:S:1:pos:R:3:mulliken_charge:R:1
O 24.3416 15.3462 -22.1857 -0.57
H 23.8527 15.4590 -23.0009 0.35
H 25.0926 15.9332 -22.2731 0.34
O 21.2603 14.1160 -20.5654 -0.66
H 20.7462 14.8181 -20.1665 0.35
H 21.8249 14.5613 -21.1972 0.37
O 21.4068 12.3322 -22.5044 -0.09
H 21.0229 13.1367 -22.1558 0.47
H 22.1040 12.1117 -21.8867 0.44
```

<S²> = 0.7550
charge = +1
M = 54.05 g mol⁻¹
LUMO level (spin up / spin down) = -4.30 / -12.18 eV
multiplicity = 2

=====

Run x
Formula: H6O3
Source: the OMol25 dataset
Level of theory: ωB97M-V/def2-TZVPD

Geometry as XYZ:
```
9
Properties=species:S:1:pos:R:3:mulliken_charge:R:1
O -0.4885 -0.5898 -0.5076 -0.65
H -0.5988 0.0189 0.2228 0.38
H -1.1875 -1.2334 -0.3913 0.36
O 1.8000 -1.0535 -1.8959 -0.01
H 2.2235 -1.4512 -1.1351 0.45
H 0.9505 -0.7565 -1.5696 0.48
O -1.1438 1.5356 1.4950 -0.70
H -0.7138 2.3904 1.4693 0.34
H -0.8417 1.1395 2.3123 0.35
```

<S²> = 0.7539
charge = +1
M = 54.05 g mol⁻¹
LUMO level (spin up / spin down) = -4.29 / -11.96 eV
multiplicity = 2

=====

Run y
Formula: H6O3
Source: the OMol25 dataset
Level of theory: ωB97M-V/def2-TZVPD

Geometry as XYZ:
```
9
Properties=species:S:1:pos:R:3:mulliken_charge:R:1
O -1.6685 0.8181 -2.3495 -0.63
H -1.5287 1.7395 -2.1314 0.34
H -2.6180 0.7332 -2.4357 0.34
O 2.1533 -0.8599 2.4156 -0.22
H 1.3668 -0.4174 2.0964 0.40
H 1.9537 -1.0770 3.3262 0.42
O 0.2802 -0.4520 0.0174 -0.43
H 0.5748 0.2812 -0.5227 0.38
H -0.5135 -0.7657 -0.4161 0.39
```

<S²> = 0.7563
charge = +1
M = 54.05 g mol⁻¹
LUMO level (spin up / spin down) = -3.91 / -12.02 eV
multiplicity = 2

=====

Which structure is the most stable? The one labeled run x.

=====

Run w
Formula: C26H30N4O6
Source: the OMol25 dataset
Level of theory: ωB97M-V/def2-TZVPD

Geometry as XYZ:
```
66
Properties=species:S:1:pos:R:3:mulliken_charge:R:1
C -0.4555 -2.5849 3.8470 -0.78
O 0.3222 -1.6873 3.0736 -0.36
C -0.3690 -0.7049 2.4542 0.67
O -1.5829 -0.6017 2.5375 -0.77
C 0.4704 0.1925 1.7138 -0.69
N 1.8314 0.0210 1.5451 0.06
C 2.3168 1.0570 0.8188 -1.34
C 3.6246 1.2993 0.4040 -0.20
C 3.8586 2.4314 -0.3525 0.75
O 5.0739 2.7993 -0.8394 -0.46
C 6.1792 1.9673 -0.5921 -0.79
C 2.8023 3.3133 -0.6705 -0.97
C 1.5210 3.0885 -0.2489 -0.29
C 1.2499 1.9427 0.5111 0.23
C 0.0797 1.3810 1.0936 1.10
N -1.2327 1.7986 1.1258 0.13
C -1.7915 3.0153 0.8753 0.48
O -1.1839 4.0083 0.5434 -0.67
C -3.3035 2.9754 1.0179 -0.76
C -3.8933 2.4893 -0.3204 -1.09
N -3.2765 1.2365 -0.7045 0.80
C -2.8094 1.1620 -2.0694 -1.44
C -1.8877 -0.0460 -2.2014 -0.05
N -2.6263 -1.2490 -1.8726 0.06
C -1.8996 -2.4749 -2.1649 -2.05
C -0.6013 -2.6430 -1.4086 0.84
C -0.5763 -3.3030 -0.1883 -0.38
C 0.5943 -3.4498 0.5520 -1.09
C 1.7346 -2.8968 0.0274 1.05
C 1.7251 -2.2339 -1.1986 0.85
C 0.5745 -2.0941 -1.9320 -0.89
O 2.9954 -1.8079 -1.4957 -0.52
C 3.8167 -2.3217 -0.4733 -0.17
O 3.0123 -2.8821 0.5407 -0.54
C -3.1275 -1.1742 -0.5132 -0.07
C -4.0301 0.0494 -0.3687 -1.42
H 0.2322 -3.3381 4.2234 0.26
H -0.9318 -2.0571 4.6763 0.33
H -1.2337 -3.0423 3.2321 0.32
H 2.3377 -0.7815 1.8802 0.31
H 4.4133 0.6197 0.6856 0.50
H 6.3860 1.8799 0.4799 0.32
H 6.0324 0.9687 -1.0178 0.29
H 7.0257 2.4457 -1.0821 0.26
H 3.0498 4.1829 -1.2578 0.46
H 0.7286 3.7825 -0.4738 0.64
H -1.8527 1.0671 1.4667 0.06
H -3.6694 3.9792 1.2324 0.48
H -3.5946 2.3015 1.8231 0.29
H -3.6803 3.2449 -1.0801 0.46
H -4.9854 2.4016 -0.2300 0.36
H -2.2473 2.0683 -2.3032 0.52
H -3.6434 1.0603 -2.7870 0.32
H -1.5351 -0.1242 -3.2325 0.45
H -1.0199 0.1033 -1.5366 0.02
H -2.5698 -3.3087 -1.9388 0.55
H -1.6979 -2.4779 -3.2401 0.52
H -1.4896 -3.7330 0.1947 0.37
H 0.6133 -3.9801 1.4885 0.49
H 0.5863 -1.5916 -2.8846 0.42
H 4.4321 -1.5151 -0.0529 0.10
H 4.4811 -3.1009 -0.8898 0.32
H -3.7078 -2.0771 -0.3074 0.50
H -2.3137 -1.1008 0.2247 -0.01
H -4.3707 0.1207 0.6660 0.50
H -4.9111 -0.0709 -1.0256 0.34
```

SMILES string = COC(=O)c1[nH]c2cc(OC)ccc2c1NC(=O)CCN1CCN(Cc2ccc3c(c2)OCO3)CC1
M = 494.55 g mol⁻¹
LUMO level = 0.58 eV

=====

Run x
Formula: C26H30N4O6
Source: the OMol25 dataset
Level of theory: ωB97M-V/def2-TZVPD

Geometry as XYZ:
```
66
Properties=species:S:1:pos:R:3:mulliken_charge:R:1
C -2.6927 -0.9090 1.6393 -0.96
O -2.1461 -1.3466 0.4136 0.33
C -1.8871 -2.7260 0.3375 -0.70
C -0.6904 -3.1734 1.2001 -1.06
N 0.4329 -2.3010 0.9705 0.11
C 0.7200 -1.3026 1.8206 -0.42
O 0.2860 -1.2128 2.9550 -0.72
C 1.6246 -0.2099 1.2270 0.77
C 2.8971 -0.6865 0.5685 -0.22
C 3.4417 -1.9356 0.8436 -0.47
C 4.6338 -2.3241 0.2709 -0.98
C 5.3188 -1.4713 -0.5943 0.82
O 6.4824 -1.9552 -1.1122 -0.47
C 7.2121 -1.1422 -1.9977 -0.83
C 4.7895 -0.2131 -0.8568 -0.71
C 3.5961 0.1687 -0.2708 -0.53
N 0.7911 0.5984 0.3283 0.64
C 0.1972 1.7779 0.9433 -0.80
C 1.1506 2.9279 0.9208 -0.02
C 1.9877 3.4278 1.8752 -0.50
C 2.7062 4.4841 1.2627 -0.52
C 2.2582 4.5426 -0.0189 -0.61
O 1.3201 3.6063 -0.2371 -0.24
C 0.5707 0.1887 -0.9349 0.62
O 0.9274 -0.9168 -1.3293 -0.83
C -0.0894 1.1373 -1.9217 -1.02
C -1.4151 0.5447 -2.4044 -1.07
C -2.5577 0.8303 -1.4450 0.45
O -2.5322 1.7255 -0.6279 -0.77
N -3.6337 0.0233 -1.6593 0.01
C -4.8215 -0.0514 -0.9431 0.53
C -5.2366 0.9086 -0.0200 -0.22
C -6.4433 0.7055 0.6221 -0.64
C -7.1947 -0.4236 0.3251 -0.36
C -6.6956 -1.3048 -0.6188 -0.44
N -5.5424 -1.1285 -1.2390 -0.62
H -1.9915 -1.0309 2.4693 0.42
H -3.6216 -1.4472 1.8642 0.29
H -2.9088 0.1491 1.5062 0.16
H -1.6546 -2.9080 -0.7158 0.33
H -2.7795 -3.3062 0.6149 0.40
H -0.9345 -3.1218 2.2637 0.48
H -0.4266 -4.2016 0.9392 0.38
H 0.7321 -2.1649 0.0043 0.34
H 1.9079 0.4494 2.0571 0.69
H 2.9330 -2.6088 1.5162 0.49
H 5.0593 -3.2931 0.4779 0.44
H 8.0823 -1.7291 -2.2879 0.24
H 7.5456 -0.2179 -1.5143 0.33
H 6.6288 -0.8952 -2.8907 0.33
H 5.2948 0.4803 -1.5105 0.42
H 3.2045 1.1538 -0.4810 0.32
H -0.0432 1.5286 1.9797 0.61
H -0.7361 2.0297 0.4363 0.43
H 2.0749 3.0956 2.8895 0.55
H 3.4496 5.1062 1.7165 0.46
H 2.5142 5.1805 -0.8415 0.48
H -0.2402 2.1390 -1.5304 0.29
H 0.5973 1.1952 -2.7698 0.52
H -1.6893 0.9829 -3.3684 0.54
H -1.2966 -0.5317 -2.5375 0.58
H -3.5274 -0.7547 -2.2973 0.33
H -4.6262 1.7722 0.1792 0.43
H -6.7971 1.4241 1.3469 0.41
H -8.1400 -0.6103 0.8092 0.40
H -7.2378 -2.1988 -0.8986 0.40
```

SMILES string = COCCNC(=O)[C@@H](c1ccc(OC)cc1)N(Cc1ccco1)C(=O)CCC(=O)Nc1ccccn1
M = 494.55 g mol⁻¹
LUMO level = 0.75 eV

=====

Which structure is the most stable? The one labeled run x.

=====

Run w
Formula: C2H2ClF3
Source: the OMol25 dataset
Level of theory: ωB97M-V/def2-TZVPD

Geometry as XYZ:
```
8
Properties=species:S:1:pos:R:3:mulliken_charge:R:1
F 1.3642 -1.1127 0.3180 -0.25
C 0.7482 -0.0922 -0.2567 -0.38
C -0.6402 0.1291 0.2554 0.67
F -1.1080 1.1290 -0.5810 -0.23
F -0.7159 0.5565 1.5162 -0.21
Cl -1.7380 -1.2328 0.1013 -0.14
H 0.7417 -0.2170 -1.3364 0.29
H 1.3479 0.8402 -0.0169 0.24
```

SMILES string = FCC(F)(F)Cl
M = 118.48 g mol⁻¹
LUMO level = 0.83 eV

=====

Run x
Formula: C2H2ClF3
Source: the OMol25 dataset
Level of theory: ωB97M-V/def2-TZVPD

Geometry as XYZ:
```
8
Properties=species:S:1:pos:R:3:mulliken_charge:R:1
C 0.2844 -0.4510 -0.1651 -0.39
C -2.3857 0.2013 -0.2778 0.37
F 0.2426 -1.6554 -0.7079 -0.20
F -2.3050 1.4155 0.2921 -0.18
F -2.6140 0.3725 -1.5832 -0.17
Cl -3.4573 -0.8728 0.5070 -0.10
H 0.3460 -0.4437 0.9065 0.34
H 0.6042 0.3376 -0.8167 0.34
```

M = 118.49 g mol⁻¹
LUMO level (spin up / spin down) = 0.31 / -0.35 eV

=====

Run y
Formula: C2H2ClF3
Source: the OMol25 dataset
Level of theory: ωB97M-V/def2-TZVPD

Geometry as XYZ:
```
8
Properties=species:S:1:pos:R:3:mulliken_charge:R:1
F -0.1368 0.6383 1.7041 -0.25
C 0.0215 1.0329 0.3873 0.28
F -0.8855 1.9852 0.0249 -0.23
C -0.2152 -0.2118 -0.4172 0.08
F -1.1135 -1.0874 0.1695 -0.23
Cl 1.1537 -1.1940 -0.9155 -0.16
H 1.1329 1.3650 0.0639 0.25
H -0.3612 0.1810 -1.4076 0.27
```

SMILES string = FC(F)[C@H](F)Cl
M = 118.48 g mol⁻¹
LUMO level = 0.79 eV

=====

Which structure is the most stable? The one labeled run w.

=====

Run w
Formula: C2H5N3O
Source: the OMol25 dataset
Level of theory: ωB97M-V/def2-TZVPD

Geometry as XYZ:
```
11
Properties=species:S:1:pos:R:3:mulliken_charge:R:1
H -1.5617 0.7802 -0.7709 0.27
N -0.9393 0.0269 -1.2494 -0.83
C 0.2210 -0.3311 -0.7093 0.67
N 0.8804 -1.4595 -1.2285 -0.46
C 0.8482 0.3342 0.5170 -0.14
N 0.2118 1.0416 1.3388 -0.28
O -1.1152 0.5978 1.4809 -0.34
H 0.6036 -1.8658 -2.1917 0.27
H 1.7133 -1.8742 -0.8368 0.20
H 1.9272 0.8280 0.4772 0.31
H -1.2459 0.0680 0.6032 0.33
```

SMILES string = [H]/N=C(N)\C=N/O
M = 87.08 g mol⁻¹
LUMO level = 0.19 eV

=====

Run x
Formula: C2H5N3O
Source: the OMol25 dataset
Level of theory: ωB97M-V/def2-TZVPD

Geometry as XYZ:
```
11
Properties=species:S:1:pos:R:3:mulliken_charge:R:1
H 0.0613 -2.6042 -0.3496 0.23
N -0.1363 -1.5996 -0.2737 -0.66
C 0.9440 -0.9473 -0.0152 0.07
N 0.9085 0.3996 0.1944 -0.15
C -0.2218 1.2127 -0.0452 0.35
N -1.4305 0.6930 0.2637 -0.35
O -0.0776 2.4041 -0.2830 -0.60
H 1.9476 -1.3993 -0.0066 0.35
H 1.7802 0.9083 0.2291 0.25
H -2.2505 1.2509 0.0821 0.24
H -1.5249 -0.3182 0.2040 0.27
```

SMILES string = [H]/N=C/NC(N)=O
M = 87.08 g mol⁻¹
LUMO level = 0.74 eV

=====

Which structure is the most stable? The one labeled run x.